(1)
Density functional theory data (wB97M-V/def2-TZVPD) for the ion C3H8BrN2 with charge +1 in a non-equilibrium geometry.

Element x y z (Å)
C 0.695 2.614 -0.087
N -0.041 1.370 0.175
C 0.368 0.246 0.376
Br 2.184 -0.469 0.366
C -0.861 -1.141 0.638
N -0.651 -1.995 -0.534
H 0.365 3.385 0.431
H 0.541 2.708 -1.250
H 1.690 2.318 0.150
H -1.861 -0.662 0.465
H -0.641 -1.722 1.546
H -0.704 -1.496 -1.450
H -1.307 -2.733 -0.492
H 0.224 -2.423 -0.335

Computed properties:
- net charge = +1
- LUMO level (eV) = -3.8
- ΔE to the lowest compared entry with this formula, charge and spin (eV) = 2.863
- multiplicity = 1
- HOMO level (eV) = -13.700

***

(2)
Density functional theory data (wB97M-V/def2-TZVPD) for a cluster of 2 separate species, C3H8BrOPS in total in a non-equilibrium geometry.

Element x y z (Å)
C -0.951 1.044 0.899
C -0.310 -1.335 -1.704
C 0.238 0.183 1.260
O 0.649 -0.276 -1.411
P 1.443 0.287 -0.112
S 1.182 3.300 -0.290
Br 2.633 -1.650 0.439
H -1.253 0.880 -0.084
H -1.774 0.718 1.610
H -0.684 2.131 1.051
H -1.068 -0.893 -2.474
H -0.819 -1.570 -0.693
H 0.354 -2.256 -2.039
H -0.189 -0.899 1.229
H 0.550 0.335 2.318

Computed properties:
- LUMO level (spin up / spin down) (eV) = -2.6 / -2.3
- ΔE to the lowest compared entry with this formula, charge and spin (eV) = 4.390
- multiplicity = 1
- HOMO level (spin up / spin down) (eV) = -9.490 / -9.017

***

(3)
Density functional theory data (wB97M-V/def2-TZVPD) for a structure of composition C3H8CaO3 in a non-equilibrium geometry.

Element x y z (Å)
O -0.386 -1.823 -0.328
C -0.243 -1.614 -1.630
C -1.606 0.613 -0.197
O -2.779 -0.262 -0.273
Ca -2.360 -2.209 0.206
H -0.045 -0.779 -2.315
H 0.021 -2.539 -2.168
H -1.504 1.380 -0.978
H -1.446 0.787 0.881
O 1.443 0.691 0.181
H 1.066 -0.307 0.325
C 1.866 1.374 1.341
H 1.787 2.466 1.216
H 1.268 1.098 2.222
H 2.920 1.122 1.517

Computed properties:
- net charge = +1
- LUMO level (spin up / spin down) (eV) = -6.0 / -5.9
- ΔE to the lowest compared entry with this formula, charge and spin (eV) = 2.892
- multiplicity = 2
- HOMO level (spin up / spin down) (eV) = -10.616 / -12.845
- expectation value of S² = 0.755

***

(4)
Density functional theory data (wB97M-V/def2-TZVPD) for a structure of composition C3H8Cl2N3O in a non-equilibrium geometry.

Element x y z (Å)
C 1.483 0.724 -1.605
C 1.106 -0.682 0.413
C -1.219 0.906 0.120
N 1.733 0.275 -0.255
N 0.160 1.082 -1.815
N -0.510 0.189 1.055
O -2.177 0.143 -0.438
Cl 2.390 1.478 0.783
Cl -0.647 0.254 -3.035
H 2.043 1.721 -1.631
H 1.996 0.029 -2.404
H 0.784 -1.518 -0.115
H 1.310 -0.901 1.540
H -0.986 1.861 -0.267
H -1.063 -0.539 1.362
H -0.083 0.788 1.773
H -2.447 0.354 -1.298

Computed properties:
- net charge = +1
- LUMO level (spin up / spin down) (eV) = -5.1 / -4.9
- multiplicity = 1
- HOMO level (spin up / spin down) (eV) = -11.702 / -12.296

***

(5)
Density functional theory data (wB97M-V/def2-TZVPD) for a structure of composition C3H8Cl2NP in a non-equilibrium geometry.

Element x y z (Å)
C -1.817 -0.908 -0.001
C -0.446 -0.798 0.586
C 0.835 0.339 -0.543
N 2.202 0.252 -0.384
P 0.392 2.111 -0.465
Cl 2.922 -1.329 -0.083
Cl 2.759 1.357 0.855
H -2.346 -1.679 0.498
H -2.384 0.110 0.135
H -1.750 -1.043 -1.042
H -0.216 -0.728 1.716
H 0.164 -1.593 0.280
H 0.627 -0.072 -1.471
H -0.871 1.977 -0.921
H -0.071 2.004 0.841

Computed properties:
- LUMO level (eV) = -0.1
- ΔE to the lowest compared entry with this formula, charge and spin (eV) = 5.141
- multiplicity = 1
- HOMO level (eV) = -8.431

***

(6)
Density functional theory data (wB97M-V/def2-TZVPD) for a cluster of 2 separate species, C3H8Cl2NP in total in a non-equilibrium geometry.

Element x y z (Å)
C -1.689 -0.673 0.747
C -0.153 -0.701 0.652
C 0.519 0.240 -0.302
N 1.912 -0.052 -0.455
P 0.162 2.012 -0.358
Cl 2.474 -1.683 -0.343
Cl 2.771 0.970 0.660
H -1.981 -0.794 -0.205
H -1.941 -1.418 1.338
H -2.017 0.337 1.022
H 0.206 -0.445 1.586
H -0.041 -1.782 0.417
H -0.201 -0.229 -1.864
H 0.878 2.290 -1.571
H -0.899 1.928 -1.322

Computed properties:
- LUMO level (eV) = -0.2
- ΔE to the lowest compared entry with this formula, charge and spin (eV) = 6.246
- multiplicity = 1
- HOMO level (eV) = -8.864

***

(7)
Density functional theory data (wB97M-V/def2-TZVPD) for a structure of composition C3H8Cl2O2Si in a non-equilibrium geometry.

Element x y z (Å)
C -0.707 1.247 -0.344
C 1.120 -2.146 -0.314
C -0.331 1.352 1.175
O 1.651 -0.964 -0.915
O 0.877 0.774 1.470
Si 2.383 0.191 -0.135
Cl 3.759 -0.474 1.114
Cl 2.532 1.736 -1.267
H -1.639 1.627 -0.379
H 0.005 1.859 -0.849
H -0.573 0.144 -0.543
H 0.272 -1.794 0.158
H 1.802 -2.620 0.453
H 0.799 -2.923 -0.951
H -1.148 0.813 1.675
H -0.345 2.401 1.281

Computed properties:
- LUMO level (eV) = 0.4
- ΔE to the lowest compared entry with this formula, charge and spin (eV) = 0.000
- multiplicity = 1
- HOMO level (eV) = -8.830

***

(8)
Density functional theory data (wB97M-V/def2-TZVPD) for the molecule C3H8ClFNPS.

Element x y z (Å)
C -0.600 1.411 0.531
N -0.423 0.176 -0.218
C -1.515 -0.289 -1.023
S -2.393 -1.850 -0.435
P 0.695 -0.967 0.281
F 0.470 -0.855 1.914
C 2.327 -0.068 0.361
Cl 3.238 -0.609 -1.068
H -1.522 1.391 1.121
H 0.237 1.535 1.222
H -0.626 2.267 -0.152
H -2.288 0.477 -1.069
H -1.184 -0.522 -2.036
H -1.556 -2.690 -1.029
H 2.856 -0.427 1.247
H 2.285 1.021 0.353

Computed properties:
- LUMO level (eV) = 0.8
- ΔE to the lowest compared entry with this formula, charge and spin (eV) = 0.000
- multiplicity = 1
- HOMO level (eV) = -9.286

***

(9)
Density functional theory data (wB97M-V/def2-TZVPD) for a cluster of 2 separate species, C3H8ClIO2Si in total in a non-equilibrium geometry.

Element x y z (Å)
C -1.447 1.482 1.616
C 0.816 -1.662 -1.929
C -1.341 0.984 0.160
O 1.568 -1.838 -0.745
O -1.322 -0.306 0.038
Si 1.710 -0.872 0.512
Cl 3.028 -1.738 1.638
I 2.289 1.475 0.296
H -2.511 1.284 1.943
H -0.607 0.879 2.083
H -1.262 2.576 1.667
H 0.138 -0.918 -1.827
H 0.369 -2.612 -2.074
H 1.418 -1.576 -2.739
H -0.500 1.465 -0.266
H -2.346 1.378 -0.372

Computed properties:
- LUMO level (spin up / spin down) (eV) = 0.6 / -2.1
- ΔE to the lowest compared entry with this formula, charge and spin (eV) = 0.000
- multiplicity = 3
- HOMO level (spin up / spin down) (eV) = -7.236 / -9.707
- expectation value of S² = 2.008

***

(10)
Density functional theory data (wB97M-V/def2-TZVPD) for a cluster of 2 separate species, C3H8ClN3O2 in total in a non-equilibrium geometry.

Element x y z (Å)
N 0.727 -1.898 0.640
C 0.960 -1.385 -0.741
C 0.360 -0.009 -1.103
N 0.786 1.109 -0.546
O 1.833 1.295 0.112
O 0.140 2.251 -0.928
H 0.712 -1.127 1.308
H 1.452 -2.477 1.031
H 0.650 -2.057 -1.545
H 1.968 -1.153 -1.099
H -0.555 -0.050 -1.772
H 0.830 2.869 -1.181
H -2.183 1.934 1.847
N -1.566 1.149 1.745
C -1.812 0.177 1.035
Cl -3.155 0.119 -0.022
H -1.148 -0.748 1.220

Computed properties:
- LUMO level (eV) = 0.5
- ΔE to the lowest compared entry with this formula, charge and spin (eV) = 1.332
- multiplicity = 1
- HOMO level (eV) = -9.038

***

(11)
Density functional theory data (wB97M-V/def2-TZVPD) for a cluster of 2 separate species, C3H8ClN3O2 in total in a non-equilibrium geometry.

Element x y z (Å)
C 0.690 1.248 -0.209
C 0.398 -0.059 0.520
C -1.797 -0.447 -0.440
N 1.660 2.089 0.406
N -2.161 -1.540 -0.008
N 0.737 -1.128 -0.072
O 1.225 -1.512 -1.124
O 0.504 -2.322 0.739
Cl -2.622 1.069 0.085
H 0.865 0.917 -1.273
H -0.338 1.696 -0.162
H -0.104 -0.090 1.538
H -1.073 -0.415 -1.255
H 1.496 3.115 0.282
H 2.554 1.970 0.099
H -2.883 -1.535 0.721
H 0.848 -3.056 0.153

Computed properties:
- LUMO level (spin up / spin down) (eV) = 0.8 / -2.2
- ΔE to the lowest compared entry with this formula, charge and spin (eV) = 1.238
- multiplicity = 3
- HOMO level (spin up / spin down) (eV) = -5.888 / -9.783
- expectation value of S² = 2.011

***

(12)
Density functional theory data (wB97M-V/def2-TZVPD) for a cluster of 2 separate species, C3H8ClNO in total in a non-equilibrium geometry.

Element x y z (Å)
C 0.022 -0.662 1.984
C -0.469 0.110 0.751
O -0.844 1.277 0.841
N -0.576 -0.563 -0.574
H 0.073 -1.334 -0.645
H -1.483 -1.006 -0.567
C -0.468 0.313 -1.753
H -0.354 -0.363 2.963
H 1.109 -0.603 2.031
H -0.273 -1.710 1.927
H 0.396 0.966 -1.627
H -1.386 0.898 -1.707
H -0.396 -0.359 -2.609
Cl 4.648 3.036 -1.016

Computed properties:
- LUMO level (eV) = -2.0
- ΔE to the lowest compared entry with this formula, charge and spin (eV) = 3.981
- multiplicity = 1
- HOMO level (eV) = -5.655

***

(13)
Density functional theory data (wB97M-V/def2-TZVPD) for the molecule C3H8ClNO2S in a non-equilibrium geometry.

Element x y z (Å)
C 2.254 -1.184 0.002
C 1.089 -0.150 0.300
C -0.258 -0.618 -0.232
Cl -0.892 -2.125 0.283
S -1.901 0.514 0.090
N -1.295 2.002 -0.283
O -2.201 0.533 1.495
O -2.889 0.229 -0.890
H 2.661 -1.547 0.936
H 2.991 -0.696 -0.532
H 1.799 -2.050 -0.613
H 1.156 0.796 -0.172
H 1.067 -0.048 1.391
H -0.290 -0.800 -1.328
H -1.824 2.553 -0.996
H -1.466 2.591 0.550

Computed properties:
- LUMO level (eV) = 0.5
- ΔE to the lowest compared entry with this formula, charge and spin (eV) = 0.119
- multiplicity = 1
- HOMO level (eV) = -10.371

***

(14)
Density functional theory data (wB97M-V/def2-TZVPD) for a structure of composition C3H8ClO4SV in a non-equilibrium geometry.

Element x y z (Å)
O -2.334 5.432 -2.437
V -3.687 4.647 -2.767
Cl -3.004 2.432 -1.419
O 1.188 0.621 2.121
S 1.566 -0.505 1.247
O 1.515 -1.859 1.798
O 0.621 -0.518 -0.162
C -0.788 -0.476 -0.005
C -1.386 -1.908 0.037
C 3.169 -0.260 0.437
H -1.330 0.213 -0.652
H -1.130 -0.027 0.927
H -1.209 -2.367 -0.935
H -2.443 -2.072 0.248
H -0.876 -2.591 0.716
H 3.044 -0.863 -0.462
H 3.895 -0.699 1.122
H 3.189 0.800 0.185

Computed properties:
- LUMO level (spin up / spin down) (eV) = -2.2 / -2.3
- multiplicity = 3
- HOMO level (spin up / spin down) (eV) = -9.653 / -9.806
- expectation value of S² = 2.061

***

(15)
Density functional theory data (wB97M-V/def2-TZVPD) for the molecule C3H8ClP in a non-equilibrium geometry.

Element x y z (Å)
C -1.203 -0.915 -0.251
C -0.377 0.418 0.082
P -0.101 1.384 -1.369
C 1.073 -0.089 0.829
Cl 0.609 -0.994 2.288
H -1.338 -1.201 0.736
H -0.534 -1.539 -0.780
H -1.971 -0.576 -0.871
H -0.926 1.066 0.852
H 0.546 0.237 -1.984
H 1.209 2.078 -0.884
H 1.535 -0.712 0.166
H 1.478 0.844 1.186

Computed properties:
- LUMO level (eV) = 0.9
- ΔE to the lowest compared entry with this formula, charge and spin (eV) = 1.378
- multiplicity = 1
- HOMO level (eV) = -9.469

***

(16)
Density functional theory data (wB97M-V/def2-TZVPD) for a structure of composition C3H8CsO in a non-equilibrium geometry.

Element x y z (Å)
Cs -2.539 1.373 -0.680
C -0.650 -0.366 1.192
C 0.146 0.318 0.044
C 1.324 -0.505 -0.559
O -0.793 0.645 -0.941
H -0.021 -0.588 2.054
H -1.079 -1.293 0.810
H -1.436 0.250 1.629
H 0.666 1.203 0.411
H 2.240 -0.554 0.030
H 1.576 -0.101 -1.540
H 0.941 -1.500 -0.784
H -0.377 1.117 -1.667

Computed properties:
- net charge = +1
- LUMO level (eV) = -3.6
- ΔE to the lowest compared entry with this formula, charge and spin (eV) = 4.995
- multiplicity = 1
- HOMO level (eV) = -14.393